Formula: C4H7O2Pd
Source: OMol25
Level of theory: ωB97M-V/def2-TZVPD

The geometry in XYZ format:
```
14
Properties=species:S:1:pos:R:3:forces:R:3
Pd 1.522410 0.043161 0.399627 1.4537 4.6531 1.8469
O 1.277278 2.061485 0.234925 -1.9193 1.0575 0.7293
O 1.739351 -1.558410 -0.194487 1.0716 -5.0669 -1.7685
C -0.954918 0.398545 -0.292848 -0.1759 -2.4901 -2.2137
C -0.576428 -0.948387 -0.249562 -2.3621 0.4540 5.0267
C 0.198939 1.952476 0.881708 2.7877 2.0907 0.3371
C 0.520520 -1.875997 -0.656844 -2.4390 1.2158 -3.6683
H -1.204607 -1.485535 0.476360 -0.1762 0.1072 -0.0520
H -1.824935 0.658021 0.317569 0.2229 -0.0388 -0.4072
H -0.541327 2.776250 0.826087 -0.0692 -0.7373 0.0163
H 0.276119 1.253265 1.743837 -1.1691 0.4597 0.0952
H -0.801889 0.894452 -1.259038 0.3998 0.6091 0.6924
H 0.111524 -1.228865 -1.694574 2.2467 -2.9004 0.0784
H 0.257962 -2.940465 -0.532765 0.1285 0.5864 -0.7125
```
Positions in Å, forces in eV/Å.

Properties
HOMO level (spin up / spin down) = -13.884 / -14.046 eV
net charge = +1
total energy = -434.399694 Ha
LUMO (spin up / spin down) = -5.843 / -7.056 eV
2S+1 = 3

Here are the Löwdin charges for atoms 1 to 5, given in e: 1.06 -0.14 -0.22 -0.05 -0.18

Formula: C4H7O2Rb
Source: OMol25
Level of theory: ωB97M-V/def2-TZVPD

The geometry in XYZ format:
```
14
Properties=species:S:1:pos:R:3:forces:R:3
Rb -6.019181 -1.884401 -0.728407 0.4428 0.3869 0.0263
O -3.569171 0.381023 -0.537204 -0.0874 -0.0331 0.2329
O 3.839611 0.278075 0.515616 1.2352 1.3612 0.0446
C -1.301706 0.187281 -1.240306 -0.0898 0.1793 -0.5132
C 2.793658 -0.570002 0.675253 -1.8574 -0.3192 2.3454
C 1.536199 -0.198892 1.010835 1.7457 -0.2034 0.8714
C -2.417489 0.871579 -0.814983 -0.3223 -0.8409 0.2013
H 1.302527 0.851527 1.218035 -0.1314 -0.3692 -0.6597
H -2.283430 1.953878 -0.610081 -0.0230 0.1183 -0.3717
H -0.555660 0.728984 -1.827350 0.1560 -0.0893 0.5734
H 3.139297 -1.588360 0.884699 -0.3596 -0.0419 -0.8432
H 3.982956 0.828532 1.319280 -0.4942 -0.5795 -0.9849
H 0.896891 -0.938955 1.494137 -0.1249 0.1408 -0.8097
H -1.344497 -0.900274 -1.359527 -0.0896 0.2900 -0.1127
```
Positions in Å, forces in eV/Å.

Properties
HOMO level (spin up / spin down) = -0.743 / -2.827 eV
net charge = -1
total energy = -331.074819 Ha
LUMO (spin up / spin down) = 2.389 / 2.804 eV
2S+1 = 2

Here are the Löwdin charges for atoms 1 to 5, given in e: -0.04 -0.31 -0.06 -0.13 -0.31

Formula: C4H7O2Zn
Source: OMol25
Level of theory: ωB97M-V/def2-TZVPD

The geometry in XYZ format:
```
14
Properties=species:S:1:pos:R:3:forces:R:3
Zn -1.641397 0.961284 1.904844 -0.7609 -0.8322 0.6511
O -1.231310 -0.670644 -1.639101 -0.4737 1.0899 -0.0310
O -0.525195 1.814570 0.831168 -1.2935 1.8408 -1.0081
C 0.030081 -1.079441 0.428354 -0.6295 -3.0175 1.1311
C 1.212610 0.826450 -0.450769 0.1143 3.1997 -0.3217
C 0.702907 1.749341 0.456422 3.2576 -2.2873 -0.0439
C -1.020015 -1.335857 -0.457791 1.3872 1.3572 0.3456
H 0.613906 -0.591416 1.212559 -0.3308 1.6658 -1.6021
H 0.394298 -2.038924 0.820039 -1.6931 -1.1996 0.6893
H 0.737081 0.791663 -1.435656 -0.1187 -1.0757 0.6013
H 1.420025 2.159499 1.192000 -0.1737 -0.0424 -0.1406
H 2.260028 0.540281 -0.326121 -0.1164 0.5735 -0.5144
H -1.910074 -1.887760 -0.132272 0.9813 -1.3075 -0.4048
H -1.042946 -1.239048 -2.403675 -0.1501 0.0353 0.6483
```
Positions in Å, forces in eV/Å.

Properties
HOMO level (spin up / spin down) = -6.796 / -6.713 eV
total energy = -2086.136983 Ha
LUMO (spin up / spin down) = 0.008 / -1.569 eV
2S+1 = 2

Here are the Löwdin charges for atoms 1 to 5, given in e: 0.75 -0.06 -0.40 -0.09 -0.06

Formula: C4H7O3PS
Source: OMol25
Level of theory: ωB97M-V/def2-TZVPD

The geometry in XYZ format:
```
16
Properties=species:S:1:pos:R:3:forces:R:3
S 0.924336 -2.701711 -1.538594 -0.0305 0.4322 0.1697
P 1.350699 -0.896656 -0.912529 -0.5533 -1.4591 -0.7283
O 0.928599 2.956419 -0.504874 0.0878 -0.8913 0.5095
O -2.063632 0.165952 2.305069 0.0727 -0.2167 -0.3557
O 0.262990 1.123369 0.624108 0.2269 -0.4415 0.0469
C -0.132403 0.094578 -0.298909 0.9745 0.2161 0.0782
C -2.150377 -0.147044 1.144578 -0.1393 0.3307 0.8926
C 1.200305 1.977035 0.137770 -0.3353 1.6294 -0.9323
C -1.063262 -0.859762 0.391028 -0.3484 -0.0457 -0.0445
H -3.079368 0.081525 0.602064 -0.0578 0.0505 -0.3055
H 1.927785 -0.172460 -1.969038 0.1278 0.4793 0.4268
H -0.521602 -1.529015 1.039041 0.1943 -0.1100 0.4985
H -1.514815 -1.469856 -0.374385 -0.1470 -0.3092 -0.3337
H 2.240517 1.749493 0.376618 0.1431 -0.3275 0.3308
H 2.276530 -0.931603 0.144084 -0.0365 0.5460 0.0421
H -0.586299 0.559737 -1.166030 -0.1789 0.1170 -0.2951
```
Positions in Å, forces in eV/Å.

Properties
HOMO level = -9.279 eV
total energy = -1121.829866 Ha
SMILES = O=CC[C@@H](OC=O)[PH2]=S
LUMO = 0.322 eV
2S+1 = 1

Here are the Löwdin charges for atoms 1 to 5, given in e: 0.12 0.40 0.12 0.08 -0.06

Formula: C4H7O3Ru
Source: OMol25
Level of theory: ωB97M-V/def2-TZVPD

The geometry in XYZ format:
```
15
Properties=species:S:1:pos:R:3:forces:R:3
Ru 2.999873 1.015215 -0.023642 3.3630 0.8653 1.2013
O -1.507015 0.066960 -0.216242 -2.4201 -2.9139 1.5802
O 1.565929 -0.416313 -0.638812 -1.1399 0.4313 -0.0985
O 1.224270 1.709336 -0.761349 -2.0885 -0.0223 -0.4715
C 1.354275 -1.802233 -1.104127 -0.1203 -2.2509 -0.6960
C 1.918513 -2.742832 -0.076137 0.0839 0.2185 0.1574
C 0.757949 0.594462 -0.921925 1.2940 0.8757 -0.6206
C -2.151289 -0.920819 0.168810 1.6160 2.6692 -1.3285
H 1.861255 -1.871126 -2.071315 -0.1010 0.1177 0.1249
H 0.279014 -1.937520 -1.257451 0.1801 0.2577 0.0105
H 3.007607 -2.635207 0.004259 -0.1818 -0.1888 -0.0328
H 1.693899 -3.766708 -0.402055 0.1479 0.1547 0.0777
H 1.464953 -2.581921 0.909353 0.0517 -0.1496 -0.1378
H -1.725048 -1.620676 0.910289 0.0531 -0.0546 0.4587
H -3.114074 -1.152307 -0.311231 -0.7382 -0.0099 -0.2250
```
Positions in Å, forces in eV/Å.

Properties
HOMO level (spin up / spin down) = -24.250 / -24.252 eV
net charge = +3
total energy = -475.598399 Ha
LUMO (spin up / spin down) = -14.467 / -17.843 eV
2S+1 = 7

Here are the Löwdin charges for atoms 1 to 5, given in e: 1.74 0.31 -0.16 0.05 -0.13

Formula: C4H7O3Sn
Source: OMol25
Level of theory: ωB97M-V/def2-TZVPD

The geometry in XYZ format:
```
15
Properties=species:S:1:pos:R:3:forces:R:3
Sn 1.544452 1.620125 0.634789 2.7331 0.2877 0.4495
O 0.096954 -0.986475 0.206886 -0.4757 -0.2661 0.2927
O -1.958332 -0.380972 0.067921 -0.0630 -0.2308 -0.0642
O -0.418899 1.185351 0.508240 -2.5196 -0.0182 -0.0439
C 2.302213 -1.059075 -0.774284 1.8166 3.0399 -1.5287
C -2.943580 0.617082 -0.208970 -0.2559 0.4241 0.1919
C -0.730440 0.012396 0.296375 -0.0289 -1.1532 -0.5868
C 1.519636 -0.721472 0.413982 -0.5211 1.8599 2.0601
H 1.831400 -1.151658 1.372269 -0.3820 -0.5004 -0.4577
H 2.618756 0.156916 -1.159933 -0.5018 -3.8392 -0.2571
H -3.887149 0.075637 -0.313210 0.2667 0.1356 0.0204
H -2.698209 1.141483 -1.139474 -0.0444 -0.1123 0.2252
H 1.771132 -1.655351 -1.532099 0.2268 0.4552 0.1271
H -3.000980 1.330064 0.621732 -0.0281 -0.1366 -0.2513
H 3.248282 -1.546376 -0.506874 -0.2228 0.0544 -0.1771
```
Positions in Å, forces in eV/Å.

Properties
HOMO level (spin up / spin down) = -5.613 / -7.793 eV
total energy = -596.532149 Ha
LUMO (spin up / spin down) = 0.550 / 0.271 eV
2S+1 = 2

Here are the Löwdin charges for atoms 1 to 5, given in e: 0.91 0.02 0.04 -0.25 -0.17

Formula: C4H7O3Tl
Source: OMol25
Level of theory: ωB97M-V/def2-TZVPD

The geometry in XYZ format:
```
15
Properties=species:S:1:pos:R:3:forces:R:3
Tl -1.133115 3.420600 -2.252763 0.2736 -0.0704 0.3862
O -0.573650 -0.520109 -0.223495 0.7994 -0.9924 -0.2900
O -0.064078 2.805540 -0.328834 -0.4511 2.6566 0.4288
O -1.119372 0.942911 -1.734284 0.7934 -0.2713 0.5182
C 0.620312 -0.970642 0.440006 0.1001 0.3936 0.5764
C -0.736608 1.925473 0.467821 2.8860 -2.6842 -0.7681
C -0.699704 0.739563 -0.597736 -4.0229 0.7601 0.6875
C 0.823340 -2.429538 0.113881 0.1953 -0.2889 -0.0627
H 0.503709 -0.824092 1.522456 0.0060 -0.0007 -0.2106
H -0.086439 1.555618 1.295766 0.1136 0.1887 -0.1642
H -0.134969 -2.965223 0.106029 0.2569 0.1711 0.0439
H -1.649847 2.114886 1.073047 -0.4027 0.2491 -1.2607
H 1.312298 -2.552997 -0.861281 -0.2439 -0.0198 0.2157
H 1.468218 -2.877364 0.881858 -0.1269 0.0379 -0.2326
H 1.469905 -0.364625 0.097529 -0.1768 -0.1295 0.1323
```
Positions in Å, forces in eV/Å.

Properties
HOMO level = -8.350 eV
total energy = -554.764229 Ha
LUMO = 0.073 eV
2S+1 = 1

Here are the Löwdin charges for atoms 1 to 5, given in e: 0.94 0.00 -0.50 -0.10 -0.23

Formula: C4H7O4P
Source: OMol25
Level of theory: ωB97M-V/def2-TZVPD

The geometry in XYZ format:
```
16
Properties=species:S:1:pos:R:3:forces:R:3
P -0.300691 -1.429883 1.359930 2.2305 0.4248 1.9258
O -1.628394 -1.950944 1.004022 -1.8472 -0.3619 -0.1768
O 0.028300 -1.103782 2.825097 -0.5289 -0.0599 -1.2196
O 0.884479 -2.126285 0.617010 -0.5929 0.4243 -0.4221
O 0.369970 0.262614 -2.198053 1.6278 -0.0307 -1.4380
C 1.733222 0.345675 0.437232 -1.0265 1.8677 0.7025
C 0.306023 -0.173110 0.186596 2.0974 -1.7064 1.9216
C -1.325507 1.264563 -0.865909 -1.0600 -1.6264 0.6417
C -0.315376 -0.031380 -1.130674 -1.2555 1.8213 -0.6266
H -0.960770 2.239132 -1.175257 0.5735 -0.1307 0.2497
H -0.975926 -0.901116 -1.235015 -0.3992 -0.1342 0.2117
H -1.793357 1.205325 0.107876 0.3216 0.6392 0.9630
H 2.418295 -0.477027 0.547655 -0.0507 -0.3872 -0.0921
H 1.935494 0.862090 -0.526934 0.4418 0.3490 0.7841
H -2.235997 1.065774 -1.420044 0.0335 -0.1609 -0.9930
H 1.860236 0.948355 1.466469 -0.5654 -0.9279 -2.4318
```
Positions in Å, forces in eV/Å.

Properties
HOMO level = 0.180 eV
net charge = -2
total energy = -798.884869 Ha
LUMO = 6.842 eV
2S+1 = 1

Here are the Löwdin charges for atoms 1 to 5, given in e: 0.07 -0.40 -0.47 -0.34 -0.30

Formula: C4H7O4P
Source: OMol25
Level of theory: ωB97M-V/def2-TZVPD

The geometry in XYZ format:
```
16
Properties=species:S:1:pos:R:3:forces:R:3
P 0.963279 0.873022 -1.225906 -0.4786 -1.2179 -0.6581
O -0.041319 1.959265 -2.060261 2.8462 -2.1244 -2.7815
O 1.267658 -0.437339 -1.966031 -1.0887 1.5117 0.2350
O 2.129364 1.615540 -0.717793 1.5558 1.1274 0.1241
O -1.055429 1.614619 0.323871 -1.5135 1.2004 0.1551
C 0.194601 -0.181490 1.315085 0.0690 2.4752 0.6000
C -0.146460 0.756325 0.227996 1.6130 -1.7856 2.3224
C 1.280578 -1.023737 1.329022 1.1710 -1.4756 0.8591
C -1.763616 -1.111411 -0.155796 -0.8056 -4.5998 0.0616
H -0.593554 2.264252 -1.397313 -2.1845 1.0311 2.6179
H -1.006528 -1.041436 -0.906711 0.2871 -0.1635 -0.2139
H -2.156731 -2.164114 0.132581 1.0548 1.4103 -0.4143
H 1.895693 -1.382258 0.509978 -0.3765 0.4335 -0.3270
H 1.712847 -1.294375 2.314672 -0.4217 -0.0016 -0.4559
H -2.556324 -0.465072 -0.148153 -1.4778 2.1218 0.1200
H -0.124058 0.018208 2.424757 -0.2498 0.0569 -2.2443
```
Positions in Å, forces in eV/Å.

Properties
HOMO level (spin up / spin down) = 2.944 / -0.143 eV
net charge = -2
total energy = -798.825577 Ha
LUMO (spin up / spin down) = 6.995 / 6.790 eV
2S+1 = 3

Here are the Löwdin charges for atoms 1 to 5, given in e: 0.29 -0.23 -0.44 -0.40 -0.18

Repeat the third record exactly.
Formula: C4H7O2Zn
Source: OMol25
Level of theory: ωB97M-V/def2-TZVPD

The geometry in XYZ format:
```
14
Properties=species:S:1:pos:R:3:forces:R:3
Zn -1.641397 0.961284 1.904844 -0.7609 -0.8322 0.6511
O -1.231310 -0.670644 -1.639101 -0.4737 1.0899 -0.0310
O -0.525195 1.814570 0.831168 -1.2935 1.8408 -1.0081
C 0.030081 -1.079441 0.428354 -0.6295 -3.0175 1.1311
C 1.212610 0.826450 -0.450769 0.1143 3.1997 -0.3217
C 0.702907 1.749341 0.456422 3.2576 -2.2873 -0.0439
C -1.020015 -1.335857 -0.457791 1.3872 1.3572 0.3456
H 0.613906 -0.591416 1.212559 -0.3308 1.6658 -1.6021
H 0.394298 -2.038924 0.820039 -1.6931 -1.1996 0.6893
H 0.737081 0.791663 -1.435656 -0.1187 -1.0757 0.6013
H 1.420025 2.159499 1.192000 -0.1737 -0.0424 -0.1406
H 2.260028 0.540281 -0.326121 -0.1164 0.5735 -0.5144
H -1.910074 -1.887760 -0.132272 0.9813 -1.3075 -0.4048
H -1.042946 -1.239048 -2.403675 -0.1501 0.0353 0.6483
```
Positions in Å, forces in eV/Å.

Properties
HOMO level (spin up / spin down) = -6.796 / -6.713 eV
total energy = -2086.136983 Ha
LUMO (spin up / spin down) = 0.008 / -1.569 eV
2S+1 = 2

Here are the Löwdin charges for atoms 1 to 5, given in e: 0.75 -0.06 -0.40 -0.09 -0.06